[1]
Formula: C8H16N3
Source: the Open Molecules 2025 dataset
Level of theory: ωB97M-V/def2-TZVPD

The geometry in XYZ format:
```
27
C8H16N3, DFT ωB97M-V/def2-TZVPD
C -0.10 -2.30 2.31
C -0.39 -1.22 1.30
N -0.79 -0.09 1.75
C -0.63 1.13 1.08
C 0.77 1.54 0.70
C 1.10 3.09 0.60
N -0.21 1.06 -0.31
C -0.26 -0.57 -1.11
C 0.81 -0.59 -2.16
C -1.64 -0.72 -1.60
N 0.16 -1.37 0.03
H -0.92 -2.26 3.08
H 0.86 -2.04 2.79
H 0.03 -3.31 1.75
H -1.30 1.93 1.34
H 1.59 0.88 0.92
H 1.86 3.28 1.38
H 0.23 3.59 0.37
H 1.71 3.00 -0.36
H -0.66 1.61 -1.00
H 0.83 0.17 -2.88
H 0.65 -1.47 -2.66
H 1.82 -0.63 -1.50
H -2.41 -0.99 -0.89
H -1.59 -1.52 -2.47
H -2.03 0.07 -2.23
H 0.50 -2.29 -0.21
```

The gap between HOMO and LUMO comes out at 10.41 eV. Its net charge is +1. As for the relative energy (zero: lowest compared OMol25 entry of this formula, charge and spin): 230.1 kJ/mol. Its HOMO energy is -13.06 eV. For the total energy, the calculation gives -13017.04286 eV.

---

[2]
Formula: C8H16N3
Source: the Open Molecules 2025 dataset
Level of theory: ωB97M-V/def2-TZVPD

The geometry in XYZ format:
```
27
C8H16N3, DFT ωB97M-V/def2-TZVPD
C -0.80 -2.36 -2.27
C 0.22 -2.16 -0.12
C 0.27 0.17 -0.55
C 1.76 0.34 -0.78
C 0.89 1.08 1.62
C -1.45 0.42 1.34
C -0.50 2.44 0.13
C -0.26 1.00 0.62
N -0.85 -1.10 -2.34
N -0.59 -0.31 -1.43
N -0.64 -2.84 -0.93
H -1.27 -2.95 -3.06
H 1.25 -1.89 -0.32
H 0.12 -2.15 0.92
H 2.36 0.08 0.09
H 1.92 1.34 -1.02
H 2.08 -0.15 -1.64
H 1.71 1.79 1.23
H 1.42 0.00 1.65
H 0.66 1.44 2.59
H -2.10 1.30 1.59
H -1.82 -0.33 0.65
H -1.17 -0.11 2.27
H -1.03 3.01 0.93
H -1.27 2.38 -0.58
H 0.47 2.94 -0.21
H -1.38 -3.36 -0.39
```

The spin multiplicity is 3. The gap between HOMO and LUMO (alpha / beta) comes out at 7.26 / 7.03 eV. Its net charge is +1. As for the relative energy (zero: lowest compared OMol25 entry of this formula, charge and spin): 245.4 kJ/mol. Its HOMO energy (alpha / beta) is -10.98 / -14.21 eV. Its expectation value of S² is 2.05. For the total energy, the calculation gives -13012.03786 eV.

---

[3]
Formula: C8H16N3O
Source: the Open Molecules 2025 dataset
Level of theory: ωB97M-V/def2-TZVPD

The geometry in XYZ format:
```
28
C8H16N3O, DFT ωB97M-V/def2-TZVPD
N -0.98 -1.22 1.86
C -0.49 -0.71 0.66
C -1.39 0.36 0.07
C -2.74 0.00 -0.67
O -3.16 1.31 -1.15
C -0.26 -1.80 -0.26
C 0.94 -1.82 -0.82
N 1.73 -0.68 -0.27
C 1.92 0.51 -1.17
C 1.93 1.70 -0.28
C 1.47 1.03 1.06
N 1.00 -0.26 0.81
H -0.48 -1.86 2.32
H -1.54 -0.56 2.51
H -0.91 0.98 -0.64
H -1.72 0.98 0.90
H -2.59 -0.62 -1.57
H -3.51 -0.43 0.10
H -4.10 1.46 -0.74
H -0.79 -2.78 -0.24
H 1.39 -2.66 -1.38
H 2.75 -1.01 0.05
H 1.11 0.56 -1.80
H 2.88 0.36 -1.79
H 1.27 2.48 -0.60
H 2.86 2.13 -0.19
H 2.54 0.96 1.45
H 0.87 1.60 1.77
```

The gap between HOMO and LUMO comes out at 10.26 eV. Its net charge is +1. As for the relative energy (zero: lowest compared OMol25 entry of this formula, charge and spin): 313.6 kJ/mol. Its HOMO energy is -13.31 eV. For the total energy, the calculation gives -15063.32705 eV.

---

[4]
Formula: C8H16N3O2S
Source: the Open Molecules 2025 dataset
Level of theory: ωB97M-V/def2-TZVPD

The geometry in XYZ format:
```
30
C8H16N3O2S, DFT ωB97M-V/def2-TZVPD
N -1.13 -1.65 -0.25
C -2.01 -0.49 -0.44
C -3.41 -0.98 -0.64
C -4.61 -0.38 -0.52
N -5.57 -1.32 -0.83
C -4.98 -2.47 -1.14
N -3.67 -2.28 -1.03
H -0.24 -1.30 0.11
H -1.51 -2.23 0.49
H -2.01 0.21 0.39
H -1.70 0.06 -1.33
H -4.84 0.63 -0.22
H -6.56 -1.16 -0.82
H -5.48 -3.39 -1.42
H -2.95 -2.96 -1.21
C 4.48 1.83 0.13
C 4.20 1.51 1.60
C 2.67 1.44 1.77
S 2.03 0.93 0.17
O 1.21 1.99 -0.37
O 1.47 -0.40 0.25
C 3.60 0.89 -0.69
H 5.53 1.69 -0.13
H 4.22 2.87 -0.09
H 4.64 0.54 1.86
H 4.63 2.25 2.27
H 2.36 0.71 2.51
H 2.24 2.41 1.99
H 3.44 1.19 -1.72
H 3.96 -0.14 -0.65
```

The gap between HOMO and LUMO comes out at 10.09 eV. Its net charge is +1. As for the relative energy (zero: lowest compared OMol25 entry of this formula, charge and spin): 0.0 kJ/mol. Its HOMO energy is -12.79 eV. For the total energy, the calculation gives -27950.18247 eV.